{
  "formula": "C31H39N2O2OsS5",
  "method": "ωB97M-V/def2-TZVPD",
  "species": ["Os", "C", "C", "C", "C", "C", "C", "C", "C", "C", "C", "C", "C", "N", "C", "C", "N", "C", "C", "C", "C", "C", "C", "C", "C", "C", "C", "C", "C", "H", "H", "H", "H", "H", "H", "H", "H", "H", "H", "H", "H", "H", "H", "H", "H", "H", "H", "H", "H", "H", "H", "H", "H", "H", "H", "H", "H", "H", "H", "H", "H", "H", "H", "H", "H", "S", "C", "S", "C", "C", "S", "S", "S", "C", "C", "O", "O", "H", "H", "H"],
  "positions_angstrom": [[0.402266, 0.440226, 0.138211], [-0.101302, 1.824266, -2.874735], [-1.255535, 2.219779, -1.969299], [-2.086407, 3.216622, 0.449875], [-2.406893, 1.260992, -1.993467], [-3.651351, 1.750383, -2.373313], [-4.721868, 0.904993, -2.611776], [-4.476684, -0.458451, -2.607421], [-3.256413, -1.008323, -2.222990], [-3.064769, -2.482686, -2.635529], [-1.623771, -2.913501, -2.949192], [-3.776849, -3.516212, -1.752312], [-2.259276, -0.129604, -1.705026], [-1.201086, -0.564135, -0.928806], [-1.316134, -1.726749, -0.233724], [-0.241969, -2.225364, 0.472143], [0.905301, -1.545576, 0.547275], [2.023323, -2.254537, 1.056572], [2.675066, -1.825161, 2.226322], [3.742095, -2.577039, 2.708432], [4.179656, -3.721430, 2.062854], [3.561842, -4.108125, 0.886768], [2.498212, -3.384471, 0.358190], [1.957250, -3.796941, -1.006997], [1.229645, -5.143450, -0.961591], [3.078504, -3.841297, -2.054544], [2.213142, -0.623834, 3.032927], [1.549529, -1.077326, 4.338329], [3.348449, 0.365360, 3.300851], [0.705018, 2.558243, -2.820694], [-0.462797, 1.770487, -3.906252], [0.308964, 0.854196, -2.607697], [-1.596062, 3.221182, -2.244428], [-2.824684, 2.417589, 0.492405], [-2.419920, 4.022913, -0.206932], [-1.860498, 3.573466, 1.452805], [-3.763191, 2.819710, -2.523124], [-5.691760, 1.297112, -2.892327], [-5.247671, -1.133359, -2.969154], [-3.590087, -2.523602, -3.590791], [-1.089557, -3.241635, -2.058680], [-1.055097, -2.098071, -3.400768], [-1.643093, -3.748670, -3.654690], [-3.272155, -3.673306, -0.799502], [-3.804119, -4.480657, -2.268900], [-4.805208, -3.212615, -1.546042], [-2.273803, -2.220963, -0.169124], [-0.340746, -3.159130, 1.014998], [4.229092, -2.265919, 3.626197], [5.000493, -4.302005, 2.468912], [3.926612, -4.981473, 0.355395], [1.248924, -3.040372, -1.336164], [1.904928, -5.934449, -0.622330], [0.860234, -5.412713, -1.956783], [0.377120, -5.116477, -0.279682], [3.740010, -4.698403, -1.899873], [3.682919, -2.932082, -2.015508], [2.650738, -3.926085, -3.058058], [1.453711, -0.099233, 2.466401], [2.264822, -1.607553, 4.976195], [0.703183, -1.736869, 4.132781], [1.177151, -0.206542, 4.887752], [4.094715, -0.057681, 3.981054], [2.947303, 1.271076, 3.763531], [3.845855, 0.655555, 2.373009], [2.280642, 7.515657, 0.219066], [1.873886, 5.924590, 0.099362], [0.246335, 5.395131, -0.214568], [0.596403, 3.678912, -0.218050], [1.919811, 3.302254, -0.130233], [2.472799, 1.657510, -0.172742], [2.994333, 4.626584, 0.187693], [-0.556513, 2.446844, -0.197635], [-2.091368, 0.593382, 4.156237], [-1.379221, -0.093282, 2.990199], [-1.392052, -1.329867, 2.955113], [-0.831437, 0.711013, 2.147542], [-1.691710, 0.198698, 5.092395], [-3.154841, 0.348843, 4.116477], [-1.957952, 1.673779, 4.121679]],
  "atomic_forces_ev_per_a": [[-0.27, 0.88, -0.42], [-0.04, 0.12, -0.11], [0.03, 0.00, 0.26], [0.05, -0.18, 0.21], [-0.01, -0.02, 0.08], [0.08, 0.01, -0.09], [0.01, -0.05, 0.00], [-0.01, -0.01, -0.02], [0.04, -0.05, -0.13], [0.12, 0.02, 0.24], [-0.11, 0.06, -0.02], [-0.01, -0.01, -0.08], [-0.11, 0.01, 0.13], [0.41, -0.07, 0.25], [-0.21, 0.18, -0.13], [0.25, -0.26, 0.17], [-0.15, -0.25, 0.09], [0.30, 0.10, -0.07], [-0.07, 0.01, 0.11], [0.01, -0.03, 0.02], [-0.04, 0.03, 0.00], [0.02, -0.04, 0.03], [-0.04, 0.05, -0.14], [0.08, -0.04, 0.05], [-0.04, 0.04, -0.01], [-0.03, 0.07, 0.01], [0.06, -0.12, 0.07], [0.01, -0.06, -0.02], [0.03, -0.04, -0.01], [0.00, -0.02, 0.03], [0.02, 0.05, 0.05], [0.02, -0.12, 0.04], [-0.13, -0.03, 0.02], [0.02, 0.04, 0.01], [0.05, -0.09, 0.03], [-0.02, -0.02, -0.05], [0.01, -0.02, 0.02], [0.04, -0.02, 0.00], [0.02, 0.00, 0.02], [-0.05, 0.03, -0.10], [0.02, 0.00, -0.04], [-0.01, -0.03, 0.00], [-0.01, 0.01, 0.03], [-0.03, -0.03, -0.01], [0.00, 0.04, 0.03], [0.02, -0.01, 0.00], [0.02, 0.04, 0.02], [-0.01, -0.04, -0.06], [-0.02, 0.01, -0.03], [-0.02, 0.04, -0.03], [-0.03, 0.03, 0.01], [-0.06, 0.08, 0.02], [-0.03, 0.02, -0.02], [0.04, 0.00, 0.07], [0.03, 0.01, -0.01], [-0.01, 0.05, 0.01], [-0.04, -0.05, -0.02], [0.03, -0.03, 0.05], [-0.13, 0.06, -0.12], [-0.01, 0.04, 0.00], [0.07, 0.08, 0.03], [0.02, -0.06, -0.02], [-0.02, 0.03, -0.02], [0.02, -0.05, -0.01], [-0.04, 0.00, 0.05], [0.02, 0.20, 0.06], [0.11, -0.23, -0.09], [-0.09, 0.05, -0.08], [-0.50, -0.16, 0.17], [0.49, 0.07, -0.12], [-0.34, -0.64, 0.31], [-0.10, -0.02, 0.06], [0.21, 0.37, -0.69], [0.05, 0.04, -0.03], [0.05, -0.07, -0.14], [0.05, 0.35, -0.11], [-0.08, -0.32, 0.16], [-0.05, 0.01, -0.02], [0.03, 0.00, 0.02], [-0.02, -0.02, 0.03]],
  "lowdin_charge": [0.966, -0.099, -0.427, -0.223, -0.197, -0.064, -0.097, -0.065, -0.122, -0.368, -0.064, -0.069, -0.173, -0.061, -0.170, -0.187, -0.110, -0.149, -0.120, -0.043, -0.082, -0.056, -0.135, -0.377, -0.068, -0.068, -0.384, -0.054, -0.073, 0.075, 0.089, 0.046, 0.109, 0.059, 0.048, 0.060, 0.110, 0.094, 0.110, 0.120, 0.049, 0.086, 0.079, 0.063, 0.078, 0.075, 0.104, 0.134, 0.106, 0.096, 0.104, 0.109, 0.074, 0.075, 0.070, 0.069, 0.086, 0.075, 0.062, 0.074, 0.073, 0.081, 0.068, 0.082, 0.053, 0.458, -1.533, 0.886, -0.926, -1.144, 0.497, 0.907, 0.813, -0.022, -0.709, -0.024, -0.207, 0.068, 0.070, 0.062],
  "e_above_lowest_kj_mol": 73.7,
  "lumo_energy_ev": [2.360, 1.820],
  "spin_multiplicity": 5,
  "charge": -1
}